Entry 1:
{
  "formula": "C37H32Cl2N6O5P2STa",
  "method": "ωB97M-V with the def2-TZVPD basis set",
  "elements": ["Ta", "C", "N", "C", "C", "N", "C", "P", "C", "N", "C", "C", "N", "C", "C", "N", "C", "C", "N", "C", "H", "H", "H", "H", "H", "H", "H", "H", "H", "H", "H", "H", "H", "H", "H", "Cl", "C", "C", "C", "Cl", "C", "O", "C", "C", "O", "C", "H", "H", "H", "O", "S", "O", "O", "C", "C", "C", "C", "C", "C", "P", "C", "C", "C", "C", "C", "C", "C", "C", "C", "C", "C", "C", "H", "H", "H", "H", "H", "H", "H", "H", "H", "H", "H", "H", "H", "H"],
  "positions_angstrom": [[-0.02, -0.53, 0.54], [1.56, -5.97, -0.03], [1.31, -4.57, -0.39], [1.37, -4.06, -1.65], [1.12, -2.73, -1.55], [0.90, -2.42, -0.23], [1.02, -3.56, 0.45], [1.13, -3.71, 2.26], [2.19, -2.23, 2.43], [1.90, -1.04, 1.88], [2.91, -0.19, 2.27], [3.79, -0.87, 3.05], [3.32, -2.15, 3.14], [3.96, -3.24, 3.89], [-0.36, -2.80, 2.78], [-0.73, -1.57, 2.37], [-1.74, -1.16, 3.21], [-1.97, -2.14, 4.12], [-1.11, -3.16, 3.83], [-1.02, -4.42, 4.58], [1.52, -6.57, -0.94], [0.79, -6.33, 0.65], [2.54, -6.07, 0.42], [1.60, -4.67, -2.51], [1.11, -1.98, -2.32], [2.95, 0.85, 2.01], [4.69, -0.56, 3.55], [4.81, -2.83, 4.43], [4.31, -4.01, 3.21], [3.26, -3.67, 4.60], [-2.23, -0.21, 3.11], [-2.68, -2.20, 4.93], [-1.93, -4.53, 5.16], [-0.17, -4.39, 5.26], [-0.92, -5.26, 3.90], [3.74, 5.86, 0.34], [2.79, 4.46, 0.62], [1.87, 4.45, 1.66], [1.06, 3.34, 1.92], [-0.07, 3.35, 3.19], [1.17, 2.23, 1.10], [0.43, 1.14, 1.32], [2.12, 2.22, 0.04], [2.28, 1.09, -0.79], [1.61, 0.03, -0.72], [2.93, 3.35, -0.19], [1.77, 5.32, 2.30], [3.05, 1.13, -1.56], [3.65, 3.35, -1.00], [-3.63, -1.85, 0.71], [-2.74, -1.02, 0.01], [-2.03, 0.06, 0.82], [-1.48, -1.70, -0.49], [-3.49, -0.19, -1.32], [-4.79, -0.52, -1.65], [-5.39, 0.16, -2.70], [-4.68, 1.14, -3.39], [-3.37, 1.45, -3.03], [-2.75, 0.78, -1.98], [-1.03, 1.23, -1.53], [-1.23, 2.92, -0.88], [-2.35, 3.18, -0.08], [-2.54, 4.45, 0.46], [-1.63, 5.46, 0.20], [-0.51, 5.20, -0.59], [-0.31, 3.94, -1.11], [-0.23, 1.30, -3.16], [0.07, 0.06, -3.73], [0.57, -0.03, -5.02], [0.77, 1.14, -5.75], [0.45, 2.37, -5.20], [-0.06, 2.45, -3.92], [-5.33, -1.27, -1.09], [-6.41, -0.07, -2.98], [-5.14, 1.67, -4.20], [-2.84, 2.21, -3.58], [-3.08, 2.41, 0.12], [-3.41, 4.64, 1.07], [-1.79, 6.45, 0.61], [0.20, 5.99, -0.80], [0.57, 3.76, -1.71], [-0.16, -0.85, -3.18], [0.79, -0.99, -5.45], [1.16, 1.08, -6.76], [0.57, 3.27, -5.79], [-0.35, 3.42, -3.53]],
  "relative_energy_ev": 0.0000,
  "gap_ev": 6.5599,
  "spin_multiplicity": 1,
  "charge": 3,
  "mol_weight_da": 986.57
}


Entry 2:
{
  "formula": "C5H11O2",
  "method": "ωB97M-V with the def2-TZVPD basis set",
  "elements": ["O", "C", "C", "C", "C", "C", "O", "H", "H", "H", "H", "H", "H", "H", "H", "H", "H", "H"],
  "positions_angstrom": [[-0.09, 3.29, -0.75], [0.09, 2.34, 0.19], [0.75, 1.12, -0.41], [0.94, -0.15, 0.48], [-0.36, -0.93, 0.70], [-1.13, -1.50, -0.66], [-0.92, -2.90, -0.78], [0.83, 2.70, 0.96], [-0.82, 1.91, 0.69], [0.30, 0.83, -1.38], [1.67, 1.38, -0.87], [1.40, 0.18, 1.41], [1.71, -0.77, 0.02], [-1.20, -0.28, 1.40], [-0.15, -1.79, 1.40], [-0.64, -1.01, -1.42], [-2.22, -1.26, -0.55], [-0.15, -3.19, -0.45]],
  "relative_energy_ev": 3.8883,
  "gap_ev": 5.5420,
  "spin_multiplicity": 1,
  "charge": -1,
  "smiles": "[O-]CCCCCO",
  "mol_weight_da": 103.14
}


Entry 3:
{
  "formula": "C4H5N3O",
  "method": "ωB97M-V with the def2-TZVPD basis set",
  "elements": ["N", "C", "N", "C", "O", "N", "C", "C", "H", "H", "H", "H", "H"],
  "positions_angstrom": [[-2.07, -0.81, -0.19], [-0.74, -0.68, 0.11], [0.18, -1.49, 0.44], [1.41, -0.92, -0.05], [2.46, -1.55, -0.27], [1.21, 0.55, -0.65], [0.96, 1.39, 0.51], [-0.14, 0.65, -0.25], [-2.53, 0.08, -0.79], [-2.30, -1.66, 0.21], [1.17, 2.51, 0.30], [1.25, 0.76, 1.43], [-0.86, 1.18, -0.81]],
  "relative_energy_ev": 3.9757,
  "gap_ev": 10.1487,
  "spin_multiplicity": 1,
  "smiles": "NC1=NC(=O)N2C[C@H]12",
  "mol_weight_da": 111.10
}


Entry 4:
{
  "formula": "C16H30OP2STl",
  "method": "ωB97M-V with the def2-TZVPD basis set",
  "elements": ["Tl", "C", "P", "C", "C", "C", "C", "C", "C", "C", "P", "C", "C", "H", "H", "H", "H", "H", "H", "H", "H", "H", "H", "H", "H", "H", "H", "H", "H", "C", "C", "C", "S", "O", "C", "C", "C", "H", "H", "H", "H", "H", "H", "H", "H", "H", "H", "H", "H", "H", "H"],
  "positions_angstrom": [[0.15, 0.87, -0.66], [-3.47, -1.48, 1.30], [-2.10, -0.89, 0.20], [-1.62, -2.52, -0.53], [-3.10, -0.09, -1.12], [-3.76, -0.83, -2.09], [-4.55, -0.21, -3.04], [-4.68, 1.17, -3.04], [-4.02, 1.92, -2.08], [-3.24, 1.31, -1.10], [-2.46, 2.25, 0.28], [-4.00, 2.61, 1.25], [-2.24, 3.94, -0.45], [-4.22, -2.01, 0.71], [-3.93, -0.63, 1.81], [-3.04, -2.15, 2.04], [-2.47, -3.18, -0.70], [-0.96, -3.00, 0.20], [-1.06, -2.38, -1.45], [-3.66, -1.90, -2.11], [-5.08, -0.80, -3.78], [-5.29, 1.66, -3.78], [-4.13, 3.00, -2.09], [-4.76, 3.03, 0.59], [-3.76, 3.34, 2.03], [-4.37, 1.70, 1.71], [-3.19, 4.44, -0.62], [-1.66, 3.90, -1.37], [-1.68, 4.54, 0.28], [3.64, -2.06, 3.77], [4.75, -1.74, 2.78], [4.31, -0.63, 1.85], [3.07, -1.38, 0.70], [2.03, -0.34, 0.44], [4.12, -1.42, -0.84], [4.04, -0.15, -1.66], [4.97, 0.97, -1.19], [3.89, -2.94, 4.36], [2.71, -2.25, 3.24], [3.48, -1.23, 4.45], [5.00, -2.63, 2.19], [5.65, -1.44, 3.33], [5.14, -0.21, 1.28], [3.79, 0.16, 2.38], [3.73, -2.26, -1.41], [5.13, -1.65, -0.52], [3.01, 0.21, -1.63], [4.28, -0.39, -2.69], [4.67, 1.34, -0.21], [4.93, 1.80, -1.89], [6.00, 0.61, -1.12]],
  "relative_energy_ev": 0.6728,
  "gap_ev": 8.4863,
  "spin_multiplicity": 1,
  "charge": 1,
  "mol_weight_da": 536.81
}


Entry 5:
{
  "formula": "C3H6O3",
  "method": "ωB97M-V with the def2-TZVPD basis set",
  "elements": ["C", "C", "O", "H", "H", "H", "H", "O", "C", "O", "H", "H"],
  "positions_angstrom": [[2.22, -0.80, -3.49], [1.55, -0.77, -2.22], [1.52, 0.24, -1.22], [2.12, -1.59, -4.09], [2.98, -0.07, -3.55], [0.67, -1.51, -2.05], [1.64, 1.08, -1.79], [-3.73, 1.10, 4.34], [-2.72, 1.08, 3.59], [-2.19, -0.07, 3.05], [-1.91, 1.92, 3.54], [-2.15, -0.61, 3.88]],
  "relative_energy_ev": 1.9095,
  "gap_ev": [6.6892, 3.1958],
  "spin_multiplicity": 2,
  "charge": 1,
  "s2": 0.757,
  "mol_weight_da": 90.08
}


Entry 6:
{
  "formula": "C5H13NO",
  "method": "ωB97M-V with the def2-TZVPD basis set",
  "elements": ["C", "C", "C", "C", "C", "N", "O", "H", "H", "H", "H", "H", "H", "H", "H", "H", "H", "H", "H", "H"],
  "positions_angstrom": [[-0.48, 1.53, -0.15], [0.30, 0.16, -0.21], [1.78, 0.40, 0.18], [0.32, -0.29, -1.67], [-0.36, -0.93, 0.65], [-1.79, -1.09, 0.46], [-0.37, -0.64, 2.01], [-1.57, 1.40, -0.35], [-0.04, 2.21, -0.92], [-0.33, 2.00, 0.83], [2.40, -0.46, -0.08], [2.11, 1.27, -0.37], [1.86, 0.63, 1.24], [0.93, 0.40, -2.30], [-0.68, -0.36, -2.10], [0.80, -1.27, -1.75], [0.19, -1.90, 0.48], [-2.17, -0.18, 0.29], [-2.25, -1.46, 1.29], [-0.64, -1.43, 2.48]],
  "relative_energy_ev": 0.9898,
  "gap_ev": 9.7801,
  "spin_multiplicity": 1,
  "smiles": "CC(C)(C)[C@H](N)O",
  "mol_weight_da": 103.16
}


What is the formula in the sixth record?
C5H13NO